# 1
ORCA calculation (the ωB97M-V functional and the def2-TZVPD basis) on one molecule with the formula C20H21N3O4S2.

## Properties
HOMO level ... -8.92 eV
Maximum force ... 0.08535 hartree/bohr
E_tot ... -55409.2555 eV

Element x y z (Å)
O (3.0618, -0.6234, -0.1787)
O (-2.5664, -3.5901, -0.9557)
O (-0.9655, -2.8399, -2.6097)
N (1.0255, -0.4609, -1.0918)
N (0.5040, 1.5483, -2.2176)
O (4.2465, 3.0998, -1.7050)
S (-0.9226, 1.1235, 1.4312)
C (2.3240, -0.0272, -0.9706)
C (0.1253, 0.3022, -1.6892)
C (1.7915, 1.8922, -2.2280)
C (-1.5862, 2.7251, 1.7920)
C (-2.9584, 2.7835, 1.5349)
C (-3.4974, 1.5051, 1.0722)
C (-2.5225, 0.5219, 0.9246)
C (-0.6442, -2.5681, 4.0333)
C (0.2706, -1.8222, 3.3248)
C (-1.4438, -3.4770, 3.3570)
C (0.4306, -1.9807, 1.9698)
C (-1.2856, -3.6654, 1.9644)
C (-0.2910, -2.9428, 1.3078)
N (-1.8032, -1.0832, -0.8114)
C (-1.3499, -0.0464, -1.7701)
C (-2.7921, -0.8312, 0.2626)
C (3.1215, 3.9350, -2.0802)
C (3.8649, 1.9460, -0.9118)
C (2.0804, 3.1625, -2.8675)
C (2.9030, 1.0940, -1.7328)
C (-0.0871, -3.2290, -0.1186)
S (-1.4097, -2.7410, -1.2179)
H (-0.9633, 3.5543, 2.1898)
H (-3.5967, 3.6620, 1.7052)
H (-4.5452, 1.3951, 0.7921)
H (-0.7514, -2.4719, 5.0932)
H (0.9205, -1.1453, 3.8865)
H (-2.1756, -4.1050, 3.8816)
H (1.1432, -1.3520, 1.4712)
H (-1.8984, -4.4197, 1.4195)
H (-1.9423, 0.8940, -1.6243)
H (-1.5432, -0.3354, -2.7758)
H (-2.7474, -1.6314, 0.9942)
H (-3.7609, -0.8565, -0.2110)
H (3.4463, 4.7627, -2.6949)
H (2.6677, 4.4047, -1.2039)
H (3.4102, 2.2390, 0.0392)
H (4.7468, 1.3751, -0.7242)
H (1.1804, 3.7830, -2.9320)
H (2.4806, 2.9150, -3.8378)
H (3.4333, 0.7413, -2.6079)
H (0.0441, -4.2991, -0.1958)
H (0.8271, -2.8206, -0.4830)

Forces on atoms 1 to 6 (eV/Å):
O -0.76 0.65 -0.67
O 0.78 1.20 0.80
O 0.20 1.16 1.76
N -2.64 0.44 -0.96
N 1.41 0.49 -0.17
O -0.76 0.04 0.22

Results of the Löwdin charge analysis, in e, for atoms 1 through 4: atom 1 (O): 0.082, atom 2 (O): -0.311, atom 3 (O): -0.307, atom 4 (N): 0.194


# 2
ORCA calculation (the ωB97M-V functional and the def2-TZVPD basis) on one molecule with the formula C19H36N4O5.

## Properties
HOMO level ... -9.40 eV
Maximum force ... 0.01343 hartree/bohr
E_tot ... -36489.2807 eV

Element x y z (Å)
C (4.1799, -3.6969, 1.3123)
H (4.6409, -4.5536, 0.8262)
H (3.5889, -4.0556, 2.1520)
H (4.9691, -3.0557, 1.6976)
C (3.2935, -2.9343, 0.3290)
C (2.2171, -3.8607, -0.2309)
H (1.6369, -3.3645, -1.0034)
H (1.5415, -4.1766, 0.5608)
H (2.6746, -4.7472, -0.6654)
C (2.6917, -1.7138, 1.0309)
H (3.4937, -1.1350, 1.4930)
H (2.0227, -2.0355, 1.8316)
C (1.9226, -0.7706, 0.1115)
N (0.5742, -1.2590, -0.1268)
C (-0.1138, -0.9395, -1.2378)
O (0.3455, -0.2747, -2.1480)
O (-1.3564, -1.4535, -1.1928)
C (-2.2461, -1.3266, -2.3342)
C (-1.6419, -2.0413, -3.5421)
H (-0.7073, -1.5672, -3.8294)
H (-1.4489, -3.0846, -3.3011)
H (-2.3317, -1.9927, -4.3797)
C (-3.5296, -2.0303, -1.8884)
H (-4.0182, -1.4759, -1.0908)
H (-3.2980, -3.0292, -1.5276)
H (-4.2147, -2.1084, -2.7273)
C (-2.5209, 0.1445, -2.6453)
H (-3.3224, 0.2157, -3.3750)
H (-1.6322, 0.6179, -3.0517)
H (-2.8171, 0.6774, -1.7441)
H (0.0784, -1.6453, 0.6722)
C (1.8003, 0.6261, 0.7435)
O (2.1366, 0.8762, 1.8892)
N (1.2286, 1.5279, -0.0718)
H (0.9374, 1.2281, -0.9958)
C (0.7105, 2.8009, 0.4114)
C (-0.6107, 2.4429, 1.1165)
O (-1.7210, 2.5515, 0.6218)
N (-0.4004, 1.9046, 2.3328)
H (0.5581, 1.6918, 2.6015)
C (-1.4206, 1.1174, 3.0158)
C (-1.5666, -0.1648, 2.1785)
O (-0.8727, -1.1496, 2.3504)
N (-2.4815, -0.0743, 1.1985)
H (-2.8238, 0.8407, 0.9369)
H (-2.4744, -0.7987, 0.4905)
C (-0.9716, 0.8169, 4.4340)
H (-1.7554, 0.2850, 4.9663)
H (-0.7436, 1.7389, 4.9620)
H (-0.0847, 0.1879, 4.4048)
H (-2.3591, 1.6812, 2.9982)
H (1.4120, 3.1686, 1.1706)
C (0.6115, 3.8357, -0.7177)
C (-0.2679, 3.3810, -1.8812)
H (-0.3084, 4.1663, -2.6324)
H (0.1244, 2.4853, -2.3575)
H (-1.2763, 3.1829, -1.5319)
C (0.0939, 5.1534, -0.1433)
H (0.0910, 5.9222, -0.9116)
H (-0.9221, 5.0268, 0.2210)
H (0.7203, 5.4911, 0.6797)
H (1.6314, 3.9895, -1.0913)
H (2.4143, -0.6769, -0.8641)
H (3.9185, -2.5837, -0.5007)

Forces on atoms 1 to 6 (eV/Å):
C -0.04 0.18 -0.26
H 0.06 -0.12 0.00
H -0.07 -0.07 0.14
H 0.11 0.04 0.09
C -0.16 -0.08 0.22
C 0.28 0.12 -0.16

Results of the Löwdin charge analysis, in e, for atoms 1 through 4: atom 1 (C): -0.081, atom 2 (H): 0.074, atom 3 (H): 0.082, atom 4 (H): 0.075


# 3
ORCA calculation (the ωB97M-V functional and the def2-TZVPD basis) on C43H50ClN4W as an isolated structure.

## Properties
2S+1 ... 3
HOMO level (alpha / beta) ... -9.80 / -9.72 eV
Maximum force ... 0.03154 hartree/bohr
Total charge ... +1
E_tot ... -65709.0998 eV

Element x y z (Å)
W (0.1407, -0.3352, -0.1310)
C (4.0488, 2.7223, 3.7770)
C (4.4900, 1.4398, 3.0585)
C (3.6840, 1.1761, 1.8257)
C (3.9903, 1.5034, 0.5438)
C (5.2495, 2.1239, 0.0232)
C (6.2255, 1.0735, -0.5249)
C (2.8713, 1.0996, -0.2732)
N (1.9030, 0.5069, 0.5108)
C (2.3691, 0.5742, 1.8058)
C (1.6763, 0.1224, 2.9070)
C (0.3892, -0.4015, 2.9243)
C (-0.2953, -0.8902, 4.0672)
C (0.2538, -0.8802, 5.4587)
C (0.0604, 0.4744, 6.1529)
C (-1.5288, -1.3423, 3.6495)
C (-1.6102, -1.1227, 2.2503)
C (-2.7004, -1.4205, 1.4447)
C (-2.8173, -1.1915, 0.0935)
N (-1.8095, -0.6919, -0.7021)
C (-2.3653, -0.5231, -1.9524)
C (-1.6918, -0.0139, -3.0402)
C (-0.3919, 0.4705, -3.0610)
N (0.4407, 0.5532, -1.9601)
C (1.6537, 1.0305, -2.4245)
C (2.7659, 1.2853, -1.6323)
C (1.5815, 1.2348, -3.8313)
C (0.3067, 0.9039, -4.2235)
C (-0.2745, 0.9611, -5.6010)
C (-1.1232, 2.2196, -5.8230)
C (2.7171, 1.7119, -4.6823)
C (2.8461, 3.2409, -4.6863)
C (-3.7397, -0.9664, -1.9493)
C (-4.0171, -1.3887, -0.6893)
C (-5.3171, -1.8940, -0.1452)
C (-6.1402, -0.7858, 0.5237)
C (-4.6519, -0.9075, -3.1337)
C (-5.1738, 0.5089, -3.4057)
N (-0.4241, -0.5477, 1.8063)
C (-2.6167, -1.9423, 4.4848)
C (-3.6513, -0.9018, 4.9327)
H (4.6567, 2.8997, 4.6644)
H (3.0031, 2.6589, 4.0864)
H (4.1466, 3.5865, 3.1175)
H (4.4129, 0.5891, 3.7398)
H (5.5439, 1.5150, 2.7879)
H (5.7287, 2.6885, 0.8232)
H (5.0096, 2.8477, -0.7583)
H (6.5323, 0.3853, 0.2648)
H (7.1200, 1.5449, -0.9330)
H (5.7590, 0.4828, -1.3173)
H (2.1797, 0.2020, 3.8622)
H (1.3156, -1.1315, 5.4351)
H (-0.2314, -1.6631, 6.0425)
H (0.5513, 1.2756, 5.5962)
H (0.4778, 0.4535, 7.1598)
H (-0.9983, 0.7259, 6.2297)
H (-3.5656, -1.8396, 1.9421)
H (-2.2350, 0.0192, -3.9760)
H (3.6296, 1.7046, -2.1325)
H (-0.8794, 0.0696, -5.7821)
H (0.5340, 0.9347, -6.3328)
H (-1.9374, 2.2816, -5.0975)
H (-1.5571, 2.2186, -6.8232)
H (-0.5168, 3.1210, -5.7167)
H (2.5747, 1.3555, -5.7031)
H (3.6470, 1.2573, -4.3329)
H (1.9508, 3.7049, -5.1044)
H (3.7014, 3.5534, -5.2859)
H (2.9771, 3.6306, -3.6743)
H (-5.1275, -2.6968, 0.5711)
H (-5.8960, -2.3404, -0.9542)
H (-5.5945, -0.3395, 1.3583)
H (-7.0838, -1.1780, 0.9038)
H (-6.3643, 0.0112, -0.1880)
H (-5.4945, -1.5793, -2.9699)
H (-4.1296, -1.2835, -4.0171)
H (-5.7678, 0.8711, -2.5651)
H (-5.8025, 0.5230, -4.2962)
H (-4.3527, 1.2128, -3.5575)
H (-2.1751, -2.4199, 5.3600)
H (-3.1136, -2.7352, 3.9233)
H (-3.1867, -0.1286, 5.5461)
H (-4.4402, -1.3718, 5.5201)
H (-4.1120, -0.4101, 4.0729)
Cl (3.9923, -2.0052, -5.3616)
C (3.0907, -2.1924, -3.8888)
C (3.7308, -2.0598, -2.6688)
C (2.9905, -2.1597, -1.4999)
C (1.6182, -2.3961, -1.5318)
C (0.8010, -2.3854, -0.2712)
C (1.0082, -2.5681, -2.7742)
C (1.7318, -2.4642, -3.9494)
H (4.7967, -1.8699, -2.6368)
H (3.4866, -2.0307, -0.5432)
H (1.3998, -2.6321, 0.6014)
H (-0.0613, -3.0444, -0.3260)
H (-0.0588, -2.7624, -2.8203)
H (1.2492, -2.5831, -4.9113)

Forces on atoms 1 to 6 (eV/Å):
W 0.47 -1.55 -0.06
C 0.00 -0.04 -0.04
C -0.06 0.05 0.03
C -0.03 0.03 0.14
C 0.10 -0.02 -0.10
C 0.01 -0.09 -0.02

Results of the Löwdin charge analysis, in e, for atoms 1 through 4: atom 1 (W): 1.756, atom 2 (C): -0.073, atom 3 (C): -0.182, atom 4 (C): -0.118


# 4
ORCA calculation (the ωB97M-V functional and the def2-TZVPD basis) on one molecule with the formula C18H17BrN2O2.

## Properties
HOMO level ... -8.40 eV
Maximum force ... 0.02332 hartree/bohr
E_tot ... -96059.3535 eV

Element x y z (Å)
O (-1.1950, -1.2427, -3.2269)
C (-0.1108, -1.1779, -2.7052)
N (0.2457, -0.3146, -1.7170)
N (-0.6405, 0.5573, -1.1970)
C (-0.3445, 1.3102, -0.2101)
C (-1.3795, 2.2409, 0.2339)
C (-2.6759, 2.1311, -0.2753)
C (-3.6600, 3.0157, 0.1125)
C (-3.3648, 4.0262, 1.0156)
C (-2.0849, 4.1405, 1.5271)
C (-1.0837, 3.2583, 1.1485)
C (0.3035, 3.3815, 1.7067)
C (0.9201, 1.9960, 1.8534)
C (0.9954, 1.3196, 0.4899)
H (1.7156, 1.8528, -0.1427)
H (1.3551, 0.2920, 0.6152)
H (0.3000, 1.3958, 2.5235)
H (1.9198, 2.0650, 2.2876)
H (0.9176, 3.9842, 1.0288)
H (0.2753, 3.8938, 2.6701)
H (-1.8552, 4.9259, 2.2335)
H (-4.1317, 4.7213, 1.3238)
H (-4.6589, 2.9211, -0.2860)
H (-2.8810, 1.3399, -0.9780)
H (1.2041, -0.3567, -1.3707)
C (1.0563, -2.0914, -3.1181)
O (2.0232, -2.2901, -2.1092)
C (1.6797, -3.0182, -1.0069)
C (0.4075, -3.5204, -0.7593)
C (0.1902, -4.2342, 0.4081)
C (1.1937, -4.4563, 1.3325)
C (2.4555, -3.9447, 1.0747)
C (2.7020, -3.2321, -0.0805)
H (3.6805, -2.8324, -0.2942)
H (3.2518, -4.1071, 1.7844)
H (0.9935, -5.0151, 2.2325)
Br (-1.5532, -4.9234, 0.7434)
H (-0.4098, -3.3620, -1.4447)
H (1.5947, -1.6093, -3.9400)
H (0.6484, -3.0404, -3.4839)

Forces on atoms 1 to 6 (eV/Å):
O -0.05 -0.08 -0.13
C 0.19 -0.21 -0.05
N 0.97 0.27 0.65
N -0.75 0.22 -0.20
C 0.74 -0.58 -0.30
C -0.58 0.45 0.22

Results of the Löwdin charge analysis, in e, for atoms 1 through 4: atom 1 (O): 0.092, atom 2 (C): -0.473, atom 3 (N): 0.066, atom 4 (N): 0.121


# 5
ORCA calculation (the ωB97M-V functional and the def2-TZVPD basis) on C22H25Cl2HoNO3P2 as an isolated structure.

## Properties
2S+1 ... 5
HOMO level (alpha / beta) ... -9.50 / -9.49 eV
Maximum force ... 0.08610 hartree/bohr
Total charge ... +1
E_tot ... -100266.5988 eV

Element x y z (Å)
C (-2.2378, 2.8611, -2.2076)
C (-1.9234, 1.5448, -1.9157)
C (-0.5488, 1.2034, -1.7168)
C (0.4228, 2.2117, -1.5204)
C (0.0378, 3.5449, -1.6789)
C (-1.2575, 3.8621, -2.0852)
C (1.7902, 1.8132, -1.0859)
C (2.1071, 0.3704, -1.2767)
C (1.0424, -0.5365, -1.4847)
C (1.2668, -1.9467, -1.4119)
C (2.5698, -2.4117, -1.3628)
C (3.6319, -1.5075, -1.1932)
C (3.3956, -0.1407, -1.1125)
H (-3.2599, 3.1133, -2.4984)
H (0.7771, 4.3249, -1.4856)
H (-1.5210, 4.8989, -2.2946)
H (2.5546, 2.4513, -1.5375)
H (2.7579, -3.4858, -1.4119)
H (4.6492, -1.8812, -1.0858)
H (4.2155, 0.5534, -0.9197)
N (-0.2347, -0.1140, -1.6489)
Ho (1.9450, 2.3085, 2.1433)
C (-2.9370, 0.4331, -1.7390)
H (-2.8695, -0.2986, -2.5589)
H (-3.9583, 0.8373, -1.7090)
C (0.0329, -2.8215, -1.3276)
H (-0.5545, -2.7552, -2.2554)
H (0.3105, -3.8685, -1.1478)
P (-2.6646, -0.5199, -0.1791)
P (-1.1091, -2.3062, 0.0246)
C (-0.0194, -2.0230, 1.4491)
H (-0.5804, -1.6242, 2.3022)
H (0.4164, -2.9940, 1.7272)
H (0.8054, -1.3311, 1.2257)
C (-2.0952, -3.7678, 0.4208)
H (-1.4714, -4.6600, 0.2736)
H (-2.4256, -3.7189, 1.4659)
H (-2.9713, -3.8225, -0.2385)
C (-2.1641, 0.7464, 1.0255)
H (-2.9481, 1.5168, 1.0427)
H (-2.0379, 0.3367, 2.0322)
H (-1.2293, 1.2195, 0.7031)
C (-4.2987, -1.0287, 0.4086)
H (-4.2502, -1.2579, 1.4811)
H (-4.9982, -0.1959, 0.2482)
H (-4.6488, -1.9125, -0.1394)
C (0.1726, 1.2008, 3.5427)
O (-0.5277, 0.5795, 4.2130)
H (1.9244, 2.1188, 0.2591)
Cl (1.8415, 4.6969, 1.5821)
C (4.0443, 1.4188, 3.0081)
Cl (3.2196, 1.4477, 4.5426)
C (3.7182, 0.1794, 2.2106)
O (4.5634, -0.6688, 1.9772)
O (2.4335, 0.1710, 1.7856)
H (5.0961, 1.6347, 3.1344)

Forces on atoms 1 to 6 (eV/Å):
C -0.03 0.08 0.42
C 0.90 -0.17 0.16
C 0.31 -0.08 0.31
C -0.55 0.14 0.04
C -0.09 -0.07 -0.18
C -0.03 0.12 -0.14

Results of the Löwdin charge analysis, in e, for atoms 1 through 4: atom 1 (C): -0.039, atom 2 (C): -0.244, atom 3 (C): -0.252, atom 4 (C): -0.171


# 6
ORCA calculation (the ωB97M-V functional and the def2-TZVPD basis) on a 13-piece molecular cluster, C7H34O12 overall.

## Properties
HOMO level ... -8.65 eV
Maximum force ... 0.08594 hartree/bohr
E_tot ... -32378.8158 eV

Element x y z (Å)
C (1.1568, -1.7410, -2.7197)
C (2.3897, -1.7819, -2.2198)
C (-0.0041, -0.3067, -1.0260)
C (0.0604, -0.9240, -2.1758)
C (-2.6170, 1.6076, 1.0110)
C (-1.4065, 0.9856, 0.4801)
C (-1.3840, 0.2110, -0.6046)
H (0.8992, -2.4664, -3.5042)
H (2.7409, -1.1082, -1.4310)
H (3.1503, -2.4713, -2.5811)
H (0.8295, -0.1789, -0.3527)
H (-0.7773, -0.8904, -2.8863)
H (-3.3971, 2.0337, 0.3554)
H (-3.1681, 1.1808, 1.8464)
H (-2.5304, 2.6466, 1.4555)
H (-0.4818, 1.3047, 0.9075)
H (-2.2112, -0.0155, -1.2604)
H (2.1935, 4.4973, 0.6122)
H (1.4844, 3.2638, -0.0505)
O (1.4653, 3.8777, 0.7031)
H (-2.4500, -1.2714, 2.1629)
H (-1.6214, -2.2265, 1.3738)
O (-2.5004, -2.1600, 1.7949)
H (1.2133, 1.2860, 3.5233)
H (1.0493, 0.1149, 2.5757)
O (0.8056, 0.3790, 3.4896)
H (1.7064, 2.9654, 2.1363)
H (1.1741, 2.9482, 3.4864)
O (1.9979, 2.6825, 3.0500)
H (0.2211, -3.0523, 2.5951)
H (1.0151, -2.6280, 1.2674)
O (0.2145, -2.5099, 1.8051)
H (-2.2950, -1.4610, -2.9123)
H (-3.2343, -2.5792, -2.6741)
O (-3.0656, -1.8642, -3.3073)
H (-3.4410, -2.6640, 0.1339)
H (-2.4896, -3.5895, -0.5726)
O (-3.0902, -2.8541, -0.7572)
H (-0.7011, 0.9908, -3.5792)
H (-0.5393, 2.3513, -4.2357)
O (-0.7759, 1.9745, -3.3744)
H (2.8295, -2.3967, 1.8425)
H (3.1942, -3.6545, 1.0927)
O (2.7796, -2.7981, 0.9494)
H (2.9258, -1.1737, 4.1283)
H (1.6950, -1.2866, 3.2175)
O (2.5313, -1.6983, 3.4287)
H (2.8565, 1.7257, -2.1951)
H (1.4436, 1.8630, -2.0799)
O (2.2343, 2.1971, -1.6234)
H (-0.7251, 3.3459, -0.7228)
H (-1.9356, 3.3641, -1.5680)
O (-1.4149, 3.9549, -1.0108)

Forces on atoms 1 to 6 (eV/Å):
C 0.45 -0.42 0.25
C 0.56 0.30 0.03
C -2.82 1.04 0.96
C 0.64 -1.15 -2.42
C -2.23 3.55 1.40
C -1.05 0.10 -0.96

Results of the Löwdin charge analysis, in e, for atoms 1 through 4: atom 1 (C): -0.160, atom 2 (C): -0.002, atom 3 (C): -0.086, atom 4 (C): -0.165


Which of these has the lowest maximum force? C19H36N4O5


Among the records above, which one has the highest E_tot? C7H34O12


The highest E_tot belongs to which entry? C7H34O12